Entry 1:
Density functional theory data (ωB97M-V/def2-TZVPD) for one molecule with the formula C3H4I2 in a non-equilibrium geometry.

```
9
Properties=species:S:1:pos:R:3:forces:R:3:mulliken_charge:R:1
I 3.289692 -0.269812 0.571125 0.15 0.19 0.22 0.07
C 1.442628 0.266756 -0.141102 -1.81 -2.84 2.50 -0.54
C 0.283686 -0.262595 0.268883 -0.90 -1.02 1.16 -0.11
C -1.136235 0.052948 -0.255573 1.11 0.42 1.63 -1.03
I -3.032938 -1.166437 -0.038073 1.82 0.50 -0.22 0.01
H 1.367926 0.841294 -0.947504 0.51 2.37 -3.50 0.47
H 0.178313 -0.744502 1.254221 0.62 -0.33 -0.58 0.29
H -1.091884 0.481358 -1.225694 -0.44 0.23 -0.84 0.45
H -1.301189 0.800990 0.513719 -1.06 0.48 -0.38 0.39
```
Positions in Å, forces in eV/Å.

total charge = 0
SMILES = I/C=C/CI
energy relative to the best compared isomer or geometry (same formula, charge and spin) = 16.7 kcal per mole
calculated total energy = -712.0272 Ha
HOMO-LUMO gap = 8.651 eV

Entry 2:
Density functional theory data (ωB97M-V/def2-TZVPD) for C3H4I2O as an isolated structure in a non-equilibrium geometry.

```
10
Properties=species:S:1:pos:R:3:forces:R:3:mulliken_charge:R:1
O 0.629867 -1.441217 0.710431 -0.72 2.55 -1.31 -0.52
I -1.402264 2.356889 0.517455 0.21 -1.63 -0.87 0.08
I 2.140723 2.409367 0.466699 0.76 -0.40 0.20 0.05
C 0.579672 -0.212090 0.532046 -0.86 -2.36 1.07 0.69
C -0.527761 0.477425 -0.387898 4.10 1.16 -0.23 -1.09
C 1.538753 0.542444 1.399353 2.28 -0.02 -0.95 -0.83
H 0.068866 0.615793 -1.408875 -1.62 0.40 2.07 0.36
H -1.278250 -0.221181 -0.520215 -1.65 -1.15 -0.21 0.50
H 2.469438 -0.085115 1.691712 -1.72 1.08 -0.86 0.38
H 1.072725 0.849456 2.291062 -0.79 0.38 1.08 0.36
```
Positions in Å, forces in eV/Å.

total charge = 0
energy relative to the best compared isomer or geometry (same formula, charge and spin) = 17.9 kcal per mole
calculated total energy = -787.2944 Ha
HOMO-LUMO gap = 8.592 eV

Entry 3:
Density functional theory data (ωB97M-V/def2-TZVPD) for C3H4I4 as an isolated structure in a non-equilibrium geometry.

```
11
Properties=species:S:1:pos:R:3:forces:R:3:mulliken_charge:R:1
C -0.825143 -0.572440 -0.713111 -1.66 0.00 1.51 -1.12
C -0.384966 0.136610 0.558644 2.12 -0.02 -1.17 -0.59
C 1.292608 0.278893 0.514864 -0.38 0.95 1.52 -0.82
I -3.026638 -0.551578 -0.772993 0.69 -0.50 -0.25 0.05
I -1.215301 2.103112 0.701578 0.15 0.01 0.51 0.22
I 1.820345 1.610645 -1.103567 0.26 -0.45 -0.19 0.15
I 2.404637 -1.623669 0.431241 -0.76 0.80 0.00 0.12
H -0.540107 -1.602375 -0.675768 0.08 -0.65 0.07 0.47
H -0.519729 -0.155284 -1.607095 0.60 1.04 -1.73 0.50
H -0.854949 -0.498743 1.300506 0.76 0.35 1.01 0.54
H 1.849244 0.874825 1.365700 -1.86 -1.54 -1.29 0.49
```
Positions in Å, forces in eV/Å.

total charge = 0
energy relative to the best compared isomer or geometry (same formula, charge and spin) = 4.4 kcal per mole
calculated total energy = -1307.4413 Ha
HOMO-LUMO gap = 8.358 eV

Entry 4:
Density functional theory data (ωB97M-V/def2-TZVPD) for a 3-piece molecular cluster, C3H4INO overall in a non-equilibrium geometry.

```
10
Properties=species:S:1:pos:R:3:forces:R:3:mulliken_charge:R:1
C -0.863880 0.042101 -0.112385 -2.21 -1.95 -4.21 0.48
C 0.465588 -1.783964 -1.569444 1.96 0.52 -1.89 0.02
C -0.835647 0.961406 0.965221 -0.32 0.70 0.05 -0.91
N -1.131536 -0.560516 -1.090016 -0.22 2.89 3.29 -0.34
O 0.149550 -2.659819 -0.959171 -0.30 -2.44 1.23 -0.15
I 2.803323 0.184330 0.182229 0.95 0.06 1.12 -0.08
H -1.795961 1.493535 1.014469 0.29 -0.30 0.24 0.29
H -0.562553 0.443823 1.845113 0.01 -0.31 1.25 0.31
H -0.059442 1.654789 0.745644 0.65 0.84 0.03 0.28
H 1.830561 0.224314 -1.021660 -0.80 0.00 -1.10 0.10
```
Positions in Å, forces in eV/Å.

total charge = 0
energy relative to the best compared isomer or geometry (same formula, charge and spin) = 28.2 kcal per mole
calculated total energy = -544.3380 Ha
HOMO-LUMO gap = 10.621 eV

Entry 5:
Density functional theory data (ωB97M-V/def2-TZVPD) for one molecule with the formula C3H4INO in a non-equilibrium geometry.

```
10
Properties=species:S:1:pos:R:3:forces:R:3:mulliken_charge:R:1
I -3.068435 0.002035 -0.066904 0.61 -0.31 0.24 0.04
C -0.973647 0.103551 0.556950 -0.20 1.35 -1.47 -0.31
C 0.031650 -0.589827 -0.293218 1.61 -1.26 -0.03 -0.33
O 0.820409 0.415625 -0.891878 -0.10 0.87 -1.25 -0.35
C 0.309558 1.543468 -0.395456 2.73 2.32 -1.86 0.13
N -0.595842 1.507316 0.441147 -1.80 0.06 1.91 -0.51
H -0.820241 -0.346740 1.467537 -0.83 -0.24 2.72 0.44
H 0.840322 -1.109940 0.278800 -1.37 -0.49 -0.14 0.26
H -0.462373 -1.143698 -1.048224 0.10 -1.10 -0.77 0.28
H 0.814193 2.477360 -0.793519 -0.76 -1.20 0.66 0.34
```
Positions in Å, forces in eV/Å.

total charge = 0
SMILES = I[C@H]1COC=N1
energy relative to the best compared isomer or geometry (same formula, charge and spin) = 14.1 kcal per mole
calculated total energy = -544.3604 Ha
HOMO-LUMO gap = 9.827 eV

Entry 6:
Density functional theory data (ωB97M-V/def2-TZVPD) for a 3-piece molecular cluster, C3H4INOS overall in a non-equilibrium geometry.

```
11
Properties=species:S:1:pos:R:3:forces:R:3:mulliken_charge:R:1
C -1.496817 0.760653 0.014595 -2.77 -3.82 -0.87 0.87
C 0.477798 -1.864617 0.172094 -1.24 0.39 -0.20 0.04
C -0.842232 1.870662 0.022582 2.30 -2.79 -1.59 -0.88
N -0.141088 -2.779035 -0.446254 -0.37 -0.51 -0.53 -0.14
O -2.174684 -0.227891 -0.098138 2.20 2.99 0.47 -0.43
S 1.600434 -3.183466 -0.144600 0.59 -1.25 -0.21 -0.09
I 2.837551 0.292126 -0.141923 0.31 0.29 -0.09 -0.13
H -1.215067 2.626971 0.517845 -2.15 3.89 2.33 0.31
H 0.214451 1.905709 -0.152125 0.33 -0.27 -0.36 0.13
H 1.426975 -0.600981 0.075645 0.04 0.44 0.15 0.01
H -0.826412 -3.017869 -1.189796 0.74 0.65 0.91 0.31
```
Positions in Å, forces in eV/Å.

total charge = 0
energy relative to the best compared isomer or geometry (same formula, charge and spin) = 118.2 kcal per mole
calculated total energy = -942.3962 Ha
HOMO-LUMO gap = 8.550 eV

Entry 7:
Density functional theory data (ωB97M-V/def2-TZVPD) for C3H4KO3 as an isolated structure in a non-equilibrium geometry.

```
11
Properties=species:S:1:pos:R:3:forces:R:3:mulliken_spin:R:1
O -2.273350 -1.734927 -0.091899 0.18 -0.24 0.61 0.00
C -1.540418 -1.690548 1.047960 -0.29 -0.19 -0.57 0.00
C -0.649014 -0.490253 1.148553 -0.32 0.68 -0.64 0.00
O -0.691201 0.412969 0.316818 0.51 -0.40 0.80 0.01
K -2.158756 -0.044976 -1.730241 -0.10 0.03 -0.15 0.00
H -0.851549 -2.559338 1.205734 -0.06 0.06 0.02 0.00
H -2.139185 -1.664353 1.995440 0.11 0.01 -0.03 0.00
H 0.050382 -0.423321 2.007166 -0.04 0.04 -0.05 0.00
C 0.854764 4.053352 1.504596 0.12 -0.23 0.32 0.92
O 0.626006 4.977433 0.677894 -0.22 0.12 -0.42 0.01
H 1.021069 5.848051 0.895334 0.11 0.13 0.11 0.06
```
Positions in Å, forces in eV/Å.

total charge = 0
multiplicity = 2
energy relative to the best compared isomer or geometry (same formula, charge and spin) = 82.9 kcal per mole
calculated total energy = -942.2022 Ha
HOMO-LUMO gap (alpha / beta) = 6.961 / 6.957 eV

Entry 8:
Density functional theory data (ωB97M-V/def2-TZVPD) for C3H4LaO4 as an isolated structure in a non-equilibrium geometry.

```
12
Properties=species:S:1:pos:R:3:forces:R:3:mulliken_spin:R:1
C -0.902900 -0.286109 0.011286 -1.47 1.71 -3.33 -0.01
O -1.680884 -0.947259 0.679685 -0.70 -0.82 1.70 -0.07
O -0.562455 0.963790 0.272932 1.39 -1.13 1.45 0.00
C 0.321715 1.357968 -0.725055 -1.29 1.15 -1.87 0.00
O -0.676153 -0.492873 -1.337674 -0.22 -0.90 2.04 0.00
C 0.072431 0.563947 -1.784483 1.67 0.11 1.05 0.00
La -3.338218 -1.297792 2.868204 0.92 0.10 -1.26 1.08
H 0.532156 0.488755 -2.764730 -0.35 0.06 0.19 0.00
H 0.722182 2.362974 -0.651250 0.12 -0.40 0.11 0.00
O 1.652806 -1.220265 0.996736 0.23 1.52 -1.25 0.00
H 1.732851 -1.013339 1.932384 0.34 0.12 0.01 0.00
H 2.126466 -0.479794 0.501963 -0.65 -1.52 1.16 0.00
```
Positions in Å, forces in eV/Å.

total charge = +2
multiplicity = 2
energy relative to the best compared isomer or geometry (same formula, charge and spin) = 57.0 kcal per mole
calculated total energy = -448.5235 Ha
HOMO-LUMO gap (alpha / beta) = 5.968 / 6.651 eV

Entry 9:
Density functional theory data (ωB97M-V/def2-TZVPD) for C3H4LiLuO4 as an isolated structure in a non-equilibrium geometry.

```
13
Properties=species:S:1:pos:R:3:forces:R:3:mulliken_charge:R:1
H 1.640037 0.246348 -0.602330 0.17 0.34 0.02 0.36
C 1.190797 0.828775 0.203472 0.08 -0.16 -1.88 0.20
C 1.846722 1.981384 0.807045 -0.13 -0.13 0.47 -0.40
O 0.743265 2.095511 -0.113463 -0.08 -0.09 0.00 -0.37
H 1.615019 2.259257 1.834914 0.04 -0.07 -0.22 0.24
H 2.813288 2.296720 0.407288 -0.26 -0.14 0.17 0.25
O 0.301408 -0.032792 0.875121 -2.17 -0.39 0.26 -0.39
H -0.475646 -1.544770 1.943426 -1.34 -0.39 -1.31 0.43
O -1.072389 -1.673942 1.126636 0.12 0.13 1.74 -0.45
C -0.735127 -0.737907 0.284170 4.32 0.22 1.11 0.91
Lu -4.482762 -3.023146 -4.257534 -0.33 -0.15 -0.42 1.18
Li -2.322856 -1.948244 -1.625868 0.66 0.51 0.55 0.69
O -1.061756 -0.747194 -0.882878 -1.07 0.32 -0.50 -0.64
```
Positions in Å, forces in eV/Å.

total charge = +2
energy relative to the best compared isomer or geometry (same formula, charge and spin) = 0.0 kcal per mole
calculated total energy = -1660.0155 Ha
HOMO-LUMO gap = 6.432 eV

Entry 10:
Density functional theory data (ωB97M-V/def2-TZVPD) for C3H4LiO2Yb as an isolated structure in a non-equilibrium geometry.

```
11
Properties=species:S:1:pos:R:3:forces:R:3:mulliken_charge:R:1
O 5.063643 -1.177873 3.012328 0.59 -0.30 1.16 -0.47
Yb 6.259007 -2.001780 4.614748 0.01 0.33 -0.29 1.45
C 4.256588 -1.608147 2.158436 -0.46 0.38 -1.08 0.12
O 3.936688 -2.947615 2.282958 -0.01 -0.45 0.50 -0.21
C 4.393671 -3.736730 3.299301 0.17 0.07 -0.35 -0.03
C 5.631199 -4.267665 3.324824 0.01 0.11 0.40 -1.11
H 3.644722 -3.954882 4.066982 0.14 -0.04 -0.15 0.37
H 5.887237 -4.963022 4.127122 -0.11 -0.05 -0.24 0.47
H 6.352837 -4.129401 2.514288 -0.30 -0.02 0.05 0.44
Li 3.848498 -0.661351 0.261675 0.14 -0.06 -0.66 0.42
H 4.610016 -0.789608 -1.320926 -0.18 0.02 0.66 -0.45
```
Positions in Å, forces in eV/Å.

total charge = +1
calculated total energy = -1433.0161 Ha
HOMO-LUMO gap (alpha / beta) = 2.331 / 2.335 eV